# 1
84
Properties=species:S:1:pos:R:3:forces:R:3:mulliken_charge:R:1 method="wB97M-V/def2-TZVPD" s_squared=6.099 total_charge=+1 e_tot_ha=-3809.72873 orbital_gap_ev="6.31 / 4.33" spin_multiplicity=5
Co -0.0298 -0.5198 -2.6207 -1.886 -0.867 5.604 -0.656
P 1.6551 1.5154 0.4074 -0.764 -0.387 -0.425 1.335
P 0.8460 -1.9703 -0.7621 0.033 -0.728 -0.110 1.352
F 2.2003 -1.2595 8.6522 -0.423 0.241 -1.560 -0.247
F 1.8398 -2.8679 4.2015 -0.149 1.014 0.987 -0.222
F 1.2710 1.1940 7.8581 0.093 -0.993 -0.749 -0.256
F 0.5949 1.6239 5.2562 0.489 -1.312 0.395 -0.251
F 2.4904 -3.2857 6.8302 -0.482 1.186 -0.269 -0.265
O 0.9311 -0.4036 3.4174 0.411 -0.426 1.846 -0.161
C -2.0689 -1.6123 1.8756 -0.218 -0.349 0.554 -1.880
C -1.7785 0.8365 1.2028 -0.280 -2.961 0.434 1.005
C 3.3146 0.7881 0.6614 0.078 0.197 0.015 -1.369
C -0.0999 -3.5097 -1.1222 -0.018 -0.135 -0.171 -1.433
C 2.0090 -2.0836 6.4315 0.443 -1.461 -0.360 -0.029
C 1.6869 -1.8776 5.1074 0.309 -0.971 -0.136 0.108
C -0.2037 1.4793 -4.6105 -0.622 -0.045 -0.391 -1.379
C 1.5579 0.4582 -3.0386 0.025 3.129 -1.109 0.929
C 2.0509 2.9703 -0.6404 0.174 0.046 0.022 -1.522
C -1.8945 1.6033 0.0132 -1.279 -0.376 -2.181 0.417
C -1.1015 0.2873 -5.1082 -0.332 0.819 -0.234 -1.360
C -2.4458 -0.5856 -0.4802 -0.163 0.974 0.211 0.817
C -3.0758 -1.7366 -1.1669 -0.034 -0.574 -0.154 -1.188
C 1.3848 0.1933 6.9564 -0.271 1.268 0.403 0.019
C -2.0421 -0.5208 0.8849 0.530 1.863 0.523 0.821
C 0.3717 1.2633 -3.2316 2.703 0.703 -0.610 0.786
C -1.0775 -0.9175 -4.2077 1.296 -1.431 -1.791 -0.110
C 2.4825 -2.3586 -1.4938 0.016 -0.075 -0.073 -1.256
C -2.9083 1.1980 -2.3071 -0.561 0.336 -0.804 -1.274
C -1.6603 1.3412 2.5833 0.118 0.093 0.558 -1.172
C 1.4591 2.3615 2.0021 0.105 0.000 0.256 -0.639
C 2.2319 -0.1996 -4.2135 0.135 -0.636 -0.286 -1.764
C -2.3832 0.7434 -1.0090 1.385 0.465 0.740 0.535
C 1.2305 -2.3958 0.9854 0.042 0.334 0.401 -1.198
C -1.8049 3.0789 -0.1086 0.254 0.307 0.066 -2.026
C 1.1991 -0.6063 4.6422 -0.346 0.038 -1.922 0.344
C 1.8627 -1.0543 7.3642 0.367 -0.176 1.290 0.552
C 1.0521 0.4099 5.6392 -0.323 1.345 0.376 0.190
C 0.1157 -1.7166 -4.0767 -1.610 -0.581 -2.621 -0.099
C 1.3920 -1.3699 -4.8376 0.259 -0.228 -0.092 -1.079
H -2.0331 -1.4509 -4.1193 0.404 0.228 0.421 0.684
H 0.5988 3.0406 1.9663 0.267 -0.130 0.091 0.234
H -2.9906 -1.5556 2.4741 0.133 -0.183 -0.028 0.467
H -2.6761 -1.8545 -2.1863 -0.237 -0.021 0.279 -0.055
H -0.8123 0.0014 -6.1354 -0.052 0.039 0.354 0.555
H 1.1314 -1.1215 -5.8839 0.048 -0.102 0.445 0.303
H 0.1914 2.0764 -2.5009 -0.071 -0.884 -0.140 0.209
H -2.5777 1.0990 3.1466 0.213 0.097 -0.142 0.398
H 2.7425 -3.3848 -1.2064 0.166 0.224 -0.171 0.618
H 1.7079 -1.5779 1.5381 -0.139 -0.261 -0.265 -0.146
H -2.9156 -2.6827 -0.6294 -0.057 0.318 -0.174 0.355
H 2.4612 -2.2583 -2.5882 0.100 -0.150 0.394 0.167
H 3.9767 1.5811 1.0325 0.165 -0.335 -0.078 0.536
H -2.0460 -2.5966 1.3943 0.005 0.082 0.199 0.433
H -1.2297 -1.5338 2.5807 -0.170 -0.091 -0.175 -0.009
H 2.0268 -2.2725 -4.8782 -0.306 0.372 -0.048 0.467
H -2.9368 0.3831 -3.0436 -0.020 0.337 0.126 0.265
H 2.3773 2.9227 2.2043 -0.164 0.108 0.184 0.624
H -2.7972 3.5416 0.0286 0.265 -0.082 -0.056 0.376
H 3.6953 0.3790 -0.2842 0.053 0.113 0.287 0.314
H -2.1389 0.6525 -5.1770 0.376 -0.178 -0.019 0.380
H 0.3121 -2.6534 1.5269 0.247 0.163 -0.225 0.293
H 0.6212 -4.3239 -1.2691 -0.330 -0.015 0.049 0.526
H 1.2937 1.6028 2.7795 0.054 0.467 -0.266 -0.341
H -1.4387 3.3694 -1.1034 -0.155 -0.010 0.198 0.323
H -3.9411 1.5758 -2.2196 0.188 -0.090 -0.032 0.444
H 3.2118 -0.5936 -3.9142 -0.277 0.131 0.035 0.429
H -1.1279 3.5193 0.6387 -0.246 -0.123 -0.201 0.344
H 2.8998 3.5077 -0.1970 -0.176 0.105 -0.257 0.533
H -2.3185 2.0344 -2.7097 -0.135 -0.264 -0.059 0.203
H 1.1666 3.6229 -0.6788 0.294 -0.089 0.043 0.300
H 2.2239 0.7388 -2.2158 -0.522 -0.461 0.007 0.015
H 0.5861 1.6718 -5.3527 -0.092 -0.038 0.293 0.327
H 3.2214 -1.6586 -1.0818 -0.112 -0.207 -0.168 0.210
H -0.7283 -3.4007 -2.0175 0.198 -0.206 0.372 0.247
H -4.1667 -1.5991 -1.2627 0.320 0.047 0.023 0.372
H 1.8906 -3.2821 0.9922 -0.242 0.357 -0.124 0.542
H -0.7392 -3.7345 -0.2564 0.152 0.004 -0.349 0.347
H -0.8275 0.8580 3.1151 -0.265 0.261 -0.157 -0.214
H -0.0697 -2.7966 -3.9381 0.237 0.643 0.430 0.502
H 2.4416 0.5293 -5.0033 -0.096 0.087 0.161 0.514
H 2.2889 2.6639 -1.6672 0.054 0.241 0.314 0.417
H -0.8317 2.3807 -4.5736 0.247 -0.231 -0.123 0.462
H -1.5296 2.4256 2.6116 0.025 -0.141 0.103 0.465
H 3.2371 -0.0191 1.4022 0.150 0.218 -0.183 0.189

=====

# 2
85
Properties=species:S:1:pos:R:3:forces:R:3:mulliken_charge:R:1 method="wB97M-V/def2-TZVPD" s_squared=0.890 total_charge=+2 e_tot_ha=-3698.21438 orbital_gap_ev="6.25 / 6.76" spin_multiplicity=2
Te -0.9077 -2.8031 0.1933 -0.137 -0.874 0.077 -0.104
V -0.3214 -0.2261 0.1020 -1.390 0.517 0.485 -0.496
S -1.4503 0.1519 -3.3633 -0.043 -0.045 0.053 -0.015
S -1.0505 1.7286 -0.7997 -0.279 0.275 -0.403 -0.524
Si 0.0350 0.0929 2.5819 0.604 0.071 0.423 0.144
O 2.1026 0.6717 -1.4330 0.162 -0.243 0.063 -0.342
O 2.5092 -1.3411 -0.4175 -0.110 -0.051 0.052 -0.092
N 0.0435 2.1874 -3.1918 0.334 0.299 -0.207 -0.095
C -2.0842 -3.3320 -1.5231 0.036 -0.027 -0.007 -0.688
C 1.0564 2.7782 2.1962 0.080 0.015 0.050 -1.548
C 7.3196 -1.5175 -1.8994 -0.061 0.046 -0.006 1.858
C 5.6566 0.3266 -2.4127 -0.049 0.041 -0.022 -0.639
C 1.4469 1.6257 4.3906 0.000 0.046 0.049 -1.906
C 0.7108 -1.5606 3.1185 0.032 -0.207 -0.019 -1.152
C -1.7696 0.0640 4.6693 -0.081 -0.084 0.038 -1.706
C 0.3611 1.7064 -4.5447 -0.055 0.003 0.015 -0.534
C 4.8936 -1.5387 -1.0909 0.130 -0.085 0.031 -0.901
C -0.8213 0.8295 -4.9395 0.027 -0.029 0.022 -0.565
C -0.7357 1.4377 -2.4796 -0.191 -0.186 0.263 0.416
C 5.9200 -0.9056 -1.7899 0.048 -0.019 -0.030 0.543
C -1.5743 -4.7226 -1.8104 -0.028 -0.024 0.013 0.504
C 0.5865 -3.9547 -0.8208 -0.058 0.016 -0.092 -0.732
C -0.2552 -5.0270 -1.4694 0.037 0.002 0.036 0.636
C -2.6707 -0.6422 2.4490 -0.043 0.023 0.078 -1.701
C 8.3467 -0.5320 -1.3238 0.033 0.024 0.032 -1.571
C 4.4151 0.9498 -2.3665 0.152 0.034 -0.066 -2.146
C 3.6718 -0.9077 -1.0509 -0.081 -0.299 0.193 0.392
C -2.2420 1.7768 2.8933 -0.068 -0.018 0.113 -1.614
C -0.5655 -7.2601 -2.2954 0.007 -0.016 0.001 -0.634
C -2.3862 -5.6888 -2.3862 0.027 -0.042 -0.048 -0.873
C -1.8765 -6.9579 -2.6320 -0.020 0.033 0.008 -0.620
C 0.2456 -6.2978 -1.7086 0.011 -0.026 -0.047 -0.781
C -1.7400 0.3521 3.1579 -0.172 0.142 -0.088 2.165
C 1.3530 1.4305 2.8661 -0.001 0.093 -0.244 2.091
C 7.4317 -2.8365 -1.1342 -0.052 -0.007 0.026 -2.008
C 7.6336 -1.7826 -3.3792 0.002 -0.002 -0.042 -1.542
C 3.4309 0.2911 -1.6636 -0.319 0.345 -0.111 1.042
C 2.7046 0.9194 2.3437 0.049 -0.008 0.121 -1.769
B 1.5756 -0.3528 -0.6434 1.576 0.227 -0.644 1.408
H -2.3964 -1.6814 2.6392 0.003 0.004 -0.007 0.359
H 6.8844 -2.4399 -3.8284 0.046 0.022 0.026 0.362
H 8.1156 -0.2850 -0.2843 0.019 -0.022 -0.053 0.369
H 7.6677 -0.8571 -3.9583 -0.014 -0.050 0.024 0.341
H 0.5497 2.0898 4.8040 0.025 0.010 -0.024 0.385
H -2.1777 2.0664 1.8404 0.003 -0.011 -0.003 0.177
H -0.1760 -8.2545 -2.4700 -0.015 0.026 -0.004 0.423
H -3.4158 -5.4598 -2.6350 0.029 -0.005 0.013 0.462
H 2.7143 0.8124 1.2570 0.002 0.021 0.001 0.220
H 5.0389 -2.4855 -0.5909 -0.006 0.021 -0.002 0.657
H 1.0123 2.6937 1.1079 0.018 -0.018 -0.007 0.125
H 4.2451 1.9067 -2.8443 0.008 -0.043 0.027 0.517
H 1.3083 -4.3332 -0.1034 -0.018 -0.014 0.046 0.657
H 6.7502 -3.5962 -1.5273 0.032 0.034 0.014 0.380
H -0.0740 -2.3060 3.2549 0.023 -0.021 0.006 0.366
H 0.1289 3.2303 2.5427 -0.029 0.001 0.001 0.288
H 8.6081 -2.2668 -3.4699 -0.033 0.034 -0.002 0.443
H 1.2640 -6.5429 -1.4313 -0.029 0.009 0.002 0.468
H 0.5787 2.9248 -2.7493 0.005 0.006 -0.022 0.300
H -1.6981 2.5158 3.4811 0.015 -0.002 -0.011 0.370
H -1.8489 -2.6232 -2.3117 -0.024 0.048 -0.079 0.150
H 7.2354 -2.7054 -0.0664 0.013 -0.008 -0.049 0.395
H 3.4790 1.6504 2.5973 -0.028 -0.043 0.002 0.576
H -0.5364 0.0167 -5.6009 0.015 -0.005 0.001 0.439
H -3.1432 -3.2865 -1.2891 -0.019 -0.034 0.058 0.568
H -1.4491 -0.9545 4.9050 -0.038 0.056 -0.020 0.362
H -2.5129 -7.7159 -3.0685 0.012 0.012 -0.001 0.421
H 1.0918 -3.3000 -1.5268 0.038 -0.004 -0.029 0.308
H 1.2911 1.1385 -4.4950 0.041 -0.030 0.036 0.197
H -2.7977 0.1778 5.0290 0.042 -0.016 -0.003 0.533
H 2.2863 2.2967 4.6009 -0.038 -0.034 0.006 0.510
H 1.6328 0.6941 4.9321 0.005 0.049 -0.034 0.357
H 1.8657 3.4770 2.4315 -0.038 -0.026 -0.004 0.522
H 8.3864 0.3980 -1.8949 -0.010 -0.046 0.037 0.331
H -1.6316 1.3995 -5.3866 -0.014 0.027 -0.041 0.384
H 8.4454 -3.2250 -1.2350 -0.022 0.007 0.002 0.421
H -2.7083 -0.4773 1.3603 -0.040 0.026 -0.027 0.200
H -3.6948 -0.5047 2.8099 0.024 -0.012 -0.035 0.578
H 2.9981 -0.0354 2.7859 -0.008 0.042 -0.022 0.306
H 6.4555 0.8228 -2.9500 -0.047 -0.029 0.026 0.425
H 1.2245 -1.4381 4.0775 -0.022 -0.015 -0.036 0.404
H 1.4482 -1.9467 2.4090 0.009 -0.026 0.052 0.274
H -3.2949 1.8450 3.1834 0.032 0.018 -0.015 0.537
H 0.4910 2.5437 -5.2247 -0.029 0.046 0.004 0.429
H 9.3423 -0.9796 -1.3529 -0.033 0.030 -0.008 0.453
H -1.1473 0.7549 5.2375 -0.016 0.005 -0.013 0.350

=====

# 3
83
Properties=species:S:1:pos:R:3:forces:R:3:mulliken_charge:R:1 method="wB97M-V/def2-TZVPD" e_above_lowest_kj_mol=192.10 s_squared=8.827 total_charge=+4 e_tot_ha=-4694.37874 orbital_gap_ev="5.78 / 4.58" spin_multiplicity=6
Ir -0.7260 0.4527 1.0203 -2.915 -4.081 0.820 0.573
Br -1.8085 -0.4156 -1.2727 0.292 -0.128 1.221 -0.228
P 0.1180 2.2351 0.2219 2.188 3.777 -2.437 1.166
P -3.9025 0.6393 -3.3813 0.234 0.038 -0.092 -0.040
N -2.4755 1.0232 3.5848 0.417 -0.298 -0.976 -0.185
N 8.4531 -4.7019 1.7832 -3.670 1.902 -0.164 0.069
N -2.0509 -0.7576 2.1600 -0.377 0.043 -0.161 0.222
C -0.2077 4.7405 1.5618 0.118 0.268 0.240 -1.331
C 4.7079 -2.6812 1.5397 0.012 0.086 -0.398 -0.016
C 0.3929 2.5147 -1.5609 -0.261 0.033 -0.272 0.209
C 7.4174 -5.1213 2.5038 0.782 -1.393 0.907 -0.382
C -5.6926 2.0067 -1.7143 -0.227 0.057 0.074 -1.322
C 7.1176 -2.9508 0.8538 -0.085 -0.887 0.825 -0.384
C -4.6536 -2.0016 -4.2734 -0.061 0.004 -0.305 -1.336
C -3.3657 -2.5208 3.9130 -0.037 0.734 0.512 -0.414
C -2.2911 1.1255 -4.0851 -0.038 -0.214 -0.264 0.625
C 0.3630 -0.9903 0.2557 0.232 0.764 0.816 1.184
C -4.2172 1.6292 -1.9014 -0.241 0.187 0.177 0.299
C 1.7386 2.2979 1.0841 -0.089 0.010 -0.307 -1.038
C 1.8473 2.4871 -2.0297 0.228 0.022 -0.159 -1.381
C 2.2340 -1.3946 1.6056 -0.845 -0.594 0.382 -0.634
C -0.9187 3.6635 0.7474 -0.412 -0.196 0.214 -0.674
C 1.5682 1.8672 2.5342 0.374 0.119 0.529 -0.794
C 2.4797 -1.0884 -0.8334 -0.701 -0.597 0.205 -0.868
C -3.3132 -1.1654 4.1887 0.098 -0.127 0.053 -0.848
C -4.1305 -1.1496 -3.1177 -0.152 -0.232 0.008 -0.200
C 6.0025 -3.3545 1.6251 1.153 -0.460 -0.192 0.684
C -2.2450 -2.0573 1.8290 -0.548 -1.246 0.578 -0.260
C 6.1771 -4.4777 2.4655 0.520 0.781 -0.726 -0.425
C 1.0978 -1.0235 -0.9352 1.076 0.239 -0.799 -0.898
C -2.8189 -2.9777 2.7083 0.635 0.463 -1.357 -0.914
C 0.8480 -1.4317 1.5194 1.252 -0.137 -0.206 -1.625
C -2.6283 -0.2943 3.2999 0.061 0.235 0.601 0.920
C 4.3643 -1.8057 0.5588 1.321 -0.750 0.303 -0.688
C -2.3719 1.9947 -5.3448 -0.088 0.168 -0.270 -1.336
C 8.3259 -3.6496 0.9842 1.551 0.247 -0.856 -0.430
C 3.0239 -1.3450 0.4439 -0.336 0.235 0.246 0.890
H -3.1324 1.6297 -6.0426 0.250 0.048 0.033 0.382
H -2.8196 -4.0321 2.4354 -0.148 0.301 0.050 0.469
H -1.3299 4.0857 -0.1811 0.021 -0.207 0.234 0.522
H -6.1540 2.3167 -2.6605 0.087 0.061 0.325 0.385
H -1.7452 0.1923 -4.2902 -0.105 0.230 0.080 0.478
H -3.1302 -1.5190 -2.8419 -0.467 0.009 -0.127 0.181
H 2.1365 3.3140 0.9778 0.048 -0.204 0.067 0.791
H -5.6131 -1.6372 -4.6477 0.094 -0.134 0.062 0.392
H 5.3691 -4.8549 3.0778 0.147 -0.150 0.051 0.449
H -0.1942 1.7361 -2.0738 0.222 0.268 0.125 -0.650
H -2.6134 3.0346 -5.1022 -0.015 -0.196 -0.024 0.350
H 2.7294 -1.5203 2.5711 -0.367 -0.045 -0.299 0.685
H 3.9697 -3.0219 2.2688 0.263 0.137 -0.251 0.389
H 0.0414 4.3893 2.5705 -0.028 0.131 -0.247 0.295
H -0.8726 5.6072 1.6706 0.167 -0.238 -0.021 0.437
H -4.7813 -3.0187 -3.8858 -0.051 0.202 -0.209 0.393
H -1.9687 1.6402 2.9389 -0.600 -0.372 0.733 -0.120
H -2.8605 1.4249 4.4165 -0.123 0.159 0.310 0.249
H -3.8445 0.9996 -1.0750 -0.297 0.527 -0.223 -0.001
H -0.0796 3.4866 -1.7935 0.276 -0.395 0.004 0.736
H 2.4002 1.6111 0.5344 -0.195 0.228 0.103 0.384
H 0.7105 5.0951 1.0767 -0.246 -0.070 0.077 0.311
H -3.8200 -3.2284 4.6146 0.099 0.385 -0.256 0.462
H -1.7754 3.2486 1.3044 0.031 0.327 -0.081 0.435
H 0.7366 1.1356 2.6416 0.403 0.262 0.306 0.005
H 7.0801 -2.1108 0.1713 0.242 -0.097 0.106 0.402
H -3.9469 -2.0455 -5.1100 -0.148 0.047 0.171 0.341
H -1.8975 -2.3543 0.8393 -0.007 -0.017 0.356 0.506
H 0.6038 -0.9629 -1.8994 0.226 0.281 0.241 0.566
H 1.3640 2.7175 3.1951 0.010 -0.277 -0.121 0.385
H 9.2122 -3.3444 0.4216 -0.171 -0.028 0.082 0.421
H 7.5724 -5.9958 3.1382 -0.038 0.101 -0.078 0.418
H -1.7898 1.6783 -3.2822 -0.057 -0.244 -0.167 -0.485
H 5.0516 -1.5852 -0.2612 -0.140 -0.011 0.284 0.291
H -3.7431 -0.7286 5.0938 0.076 -0.274 -0.303 0.412
H -3.5848 2.5354 -1.9840 -0.237 -0.458 -0.027 0.255
H 2.3240 1.5197 -1.8149 -0.108 0.310 -0.087 0.197
H 3.1416 -1.0606 -1.7059 -0.431 -0.053 0.231 0.474
H -1.3983 1.9846 -5.8478 -0.261 0.027 0.060 0.404
H -5.7503 2.8366 -1.0006 -0.133 -0.189 -0.203 0.392
H 2.4818 1.3727 2.8827 -0.223 0.129 0.106 0.316
H -4.7989 -1.2561 -2.2470 0.278 0.171 -0.180 0.516
H 1.8746 2.6388 -3.1184 0.046 -0.027 0.352 0.450
H 0.2195 -1.7321 2.3565 0.161 0.347 -0.118 0.413
H -6.2786 1.1726 -1.3094 0.148 0.166 -0.134 0.354
H 2.4444 3.2839 -1.5650 -0.156 -0.239 -0.166 0.376